(1)
Here is a molecular structure, C30H52BrN3OP2Pt in a non-equilibrium geometry from the OMol25 dataset. Energies are from ωB97M-V/def2-TZVPD.

Positions of all 90 atoms, in Å:
N -4.94075 -2.01908 4.35348
C -4.39760 -0.96035 4.96643
C -4.27340 0.28275 4.34127
C -4.72959 0.43884 3.01387
C -5.32720 -0.68761 2.39009
C -5.43319 -1.88154 3.11711
C -4.45345 1.63664 2.29626
Pt -0.53568 1.08741 -3.18754
P 4.03384 0.28929 -2.80356
C -4.79068 1.75199 0.96893
C -3.85262 2.08001 -0.05085
C -4.20901 1.94250 -1.41757
C -3.25237 1.91281 -2.41175
C -1.91526 1.87003 -2.01016
C -1.52837 2.18128 -0.69029
C -2.50241 2.31572 0.28237
Br 1.54696 0.24658 -4.25927
H -3.84470 2.40532 2.79099
H -5.77905 1.47900 0.58377
H -3.83115 1.11598 4.87834
H -5.66655 -0.67136 1.35486
H -4.02117 -1.10713 5.98598
H -5.90364 -2.76579 2.66377
H -5.24637 1.72934 -1.65951
H -2.20903 2.41080 1.33963
H -3.45356 1.81363 -3.46978
H -0.47143 2.15859 -0.43210
P -0.48870 -0.97498 -2.29151
C 3.89621 2.08633 -2.38993
C 4.49568 3.13318 -3.34251
H 4.26558 2.24165 -1.35613
H 2.78762 2.23045 -2.37245
H 4.13771 4.13442 -3.03755
H 5.59669 3.12661 -3.29318
H 4.17392 2.96690 -4.37869
C 4.97018 -0.02245 -4.33587
C 6.45965 0.23566 -4.24457
H 4.49741 0.58626 -5.13150
H 4.76000 -1.07753 -4.59760
H 6.86372 0.21276 -5.26111
H 6.68190 1.20869 -3.79704
H 6.96946 -0.54170 -3.67039
C 4.52390 -0.64036 -1.30787
C 5.85228 -0.17109 -0.71418
H 4.54916 -1.70888 -1.58669
H 3.69863 -0.49968 -0.57904
H 6.11287 -0.80767 0.13897
H 6.66067 -0.23078 -1.45043
H 5.78816 0.86124 -0.34225
C 0.87980 -1.36336 -1.15887
C 1.39010 -2.79534 -1.18315
H 0.43431 -1.11276 -0.19917
H 1.67014 -0.63173 -1.33264
H 0.56698 -3.51809 -1.13438
H 1.99660 -3.01320 -2.07540
H 2.01140 -2.96148 -0.28684
C -0.46222 -2.17106 -3.67307
C -1.18624 -1.65146 -4.91292
H -0.97233 -3.04347 -3.23261
H 0.58492 -2.43528 -3.85814
H -0.97996 -2.33900 -5.74227
H -2.27334 -1.64588 -4.76961
H -0.87807 -0.64055 -5.23242
C -2.04443 -1.41276 -1.40603
C -1.88773 -2.19648 -0.10874
H -2.59934 -1.99272 -2.16016
H -2.61818 -0.48368 -1.26303
H -2.89922 -2.43721 0.24600
H -1.34838 -3.14759 -0.23700
H -1.38044 -1.60085 0.66627
C 0.27683 2.35338 2.60254
N 0.10017 1.34896 3.62628
C 0.95710 1.48943 4.78850
C -0.39770 0.14241 3.17130
O -0.65178 -0.01356 1.96218
N -0.59513 -0.86950 4.08676
C -0.89768 -0.60411 5.48047
C -1.07424 -2.12953 3.56855
H 0.77605 3.21846 3.04790
H -0.69932 2.66836 2.22555
H 0.86261 1.97012 1.75404
H 0.38343 1.74605 5.68674
H 1.54511 0.58445 4.97844
H 1.64959 2.31724 4.59601
H -1.40306 -1.48590 5.89807
H 0.02162 -0.43873 6.06109
H -1.56125 0.27050 5.61463
H -0.89705 -2.90299 4.32062
H -2.14763 -2.10418 3.32686
H -0.51739 -2.37161 2.66443

Cartesian forces, eV/Å:
-0.15 0.10 0.15
0.02 0.25 -0.46
-0.19 -0.33 0.09
-0.41 -0.63 0.49
0.05 -0.43 0.49
0.21 0.54 -0.31
0.20 -0.01 0.98
1.24 -0.21 0.53
-0.24 0.78 -0.08
0.21 0.65 -2.26
-0.65 0.31 0.69
-0.36 -0.17 -0.74
-0.46 0.17 0.80
0.61 -0.42 -0.16
-0.67 -0.01 0.63
1.26 -0.29 0.17
0.30 0.24 -0.69
0.04 -0.45 -0.32
0.27 -0.43 0.40
-0.02 -0.04 -0.11
0.05 0.09 0.29
-0.23 0.00 -0.43
0.27 0.41 0.28
0.00 0.25 -0.01
-0.29 0.00 -0.81
-0.48 -0.16 0.14
-0.28 0.16 0.11
-0.79 -0.06 -0.30
-0.71 0.04 0.34
0.18 -0.02 0.05
-0.18 -0.18 -0.51
0.73 -0.04 0.16
0.23 -0.51 -0.15
-0.47 0.08 -0.11
0.13 0.05 0.24
-0.56 -0.44 -0.02
0.49 0.00 -0.14
0.10 -0.20 0.53
0.09 0.42 0.05
0.10 0.07 0.20
0.04 -0.16 -0.14
-0.05 0.12 -0.05
-0.11 -0.12 -0.10
0.26 0.07 0.22
-0.02 0.38 0.14
0.40 -0.12 -0.39
0.00 0.11 -0.17
-0.13 0.02 0.25
0.04 -0.29 -0.17
-0.17 0.77 0.02
0.19 -0.34 0.14
0.19 0.01 0.38
-0.04 -0.12 -0.06
0.26 0.10 -0.08
-0.23 0.08 0.29
-0.17 0.02 -0.39
0.07 0.17 0.49
-0.21 -0.34 -0.54
0.20 0.04 -0.38
-0.31 0.07 -0.13
-0.12 0.19 0.10
0.18 0.05 0.04
-0.05 -0.58 0.24
-0.11 0.37 -0.50
-0.09 -0.08 0.31
0.02 0.14 0.23
0.22 -0.37 0.16
0.29 -0.03 0.06
-0.24 0.31 -0.04
-0.31 -0.22 -0.27
-0.11 0.30 -0.32
-0.21 -0.54 -0.25
0.29 0.11 0.49
0.05 -0.12 0.00
0.09 0.13 0.57
0.04 0.73 -0.37
0.08 0.13 0.70
-0.06 -0.33 -0.24
-0.18 -0.15 -0.22
0.37 0.10 0.03
-0.06 0.15 0.18
0.21 -0.08 -0.11
-0.10 0.18 -0.06
-0.10 -0.34 0.14
0.15 0.34 -0.14
-0.47 -0.11 -0.03
0.29 -0.33 -0.11
-0.03 0.09 -0.19
0.17 -0.02 0.02
-0.10 -0.11 0.06

* HOMO (spin up / spin down): -0.476 / -0.493 hartree
* molar mass: 807.7 g/mol
* multiplicity: 3
* lowest unoccupied orbital energy (spin up / spin down): -6.58 / -7.93 eV
* total charge: +2
* Kohn-Sham gap (spin up / spin down): 6.367 / 5.497 eV



(2)
Here is a molecular structure, C3H3BiO3 in a non-equilibrium geometry from the OMol25 dataset. Energies are from ωB97M-V/def2-TZVPD.

Positions of all 10 atoms, in Å:
O 2.31328 1.86079 -1.33009
O 4.03392 2.69892 -2.63701
C 3.20251 2.32476 -1.94142
Bi -1.24430 -2.06666 2.09340
O -0.00742 0.15326 -0.17118
C -0.16923 1.28847 -0.13051
H -0.51179 2.45494 0.81629
C 0.51760 2.55447 -0.00308
H 1.22940 2.56194 0.83482
H 0.17622 3.23806 -0.79428

Cartesian forces, eV/Å:
-0.03 0.04 0.46
-0.39 0.05 0.80
0.87 -0.15 -1.58
-0.11 -0.57 0.12
-2.58 -0.12 0.58
6.25 0.64 -0.71
0.13 1.37 -0.24
-5.01 -1.72 0.65
0.41 -0.01 -0.73
0.48 0.47 0.66

* HOMO (spin up / spin down): -0.790 / -0.790 hartree
* molar mass: 296.0 g/mol
* multiplicity: 2
* lowest unoccupied orbital energy (spin up / spin down): -18.57 / -18.37 eV
* total charge: +3
* Kohn-Sham gap (spin up / spin down): 2.925 / 3.129 eV



(3)
Here is a molecular structure, C22H21LuN3O2 in a non-equilibrium geometry from the OMol25 dataset. Energies are from ωB97M-V/def2-TZVPD.

Positions of all 49 atoms, in Å:
C 1.01247 -1.82936 -1.12081
C 0.15488 -1.20368 -2.06963
C -1.18592 -1.35272 -1.61388
C -1.15685 -2.05851 -0.37949
C 0.20350 -2.35058 -0.07105
Lu 0.00000 0.00000 0.00000
N 1.31335 0.45029 1.22771
C 1.85657 1.53295 0.32732
C 0.99941 1.57478 -0.96269
H -2.07602 -0.95772 -2.10741
H 0.46791 -0.69740 -2.98303
H -2.01952 -2.30409 0.24182
H 0.56293 -2.86528 0.82228
H 2.10270 -1.86278 -1.16444
H 1.59310 1.41181 -1.87362
H 1.82649 2.50297 0.86402
H 1.92043 0.24007 2.02033
H 0.38545 2.48405 -1.04734
H 2.91179 1.30652 0.07668
O -3.45410 -0.51799 0.39641
C -3.05135 0.30116 1.20183
N -3.85919 0.86863 2.11396
C -3.11769 1.87208 2.84195
C -1.73966 1.67047 2.23306
O -0.72760 2.28109 2.53889
N -1.77183 0.71837 1.27843
C -3.79711 3.20960 2.51349
C -3.16612 4.24993 1.80046
C -3.87161 5.41799 1.48027
C -5.20819 5.56441 1.86047
C -5.84725 4.54477 2.56274
C -5.15242 3.37917 2.88285
C -3.04361 1.55609 4.34074
C -3.38846 2.49938 5.33779
C -3.27620 2.17988 6.69322
C -2.81533 0.92269 7.08218
C -2.46543 -0.02048 6.11597
C -2.57740 0.29072 4.75786
H -4.86177 0.65299 2.22332
H -2.14000 4.16705 1.47541
H -3.38423 6.20992 0.92729
H -5.75286 6.46424 1.60524
H -6.88532 4.65147 2.85295
H -5.67624 2.59559 3.41841
H -3.73317 3.49203 5.08731
H -3.54165 2.91346 7.44365
H -2.72459 0.68151 8.13328
H -2.10194 -0.99366 6.41875
H -2.29304 -0.45672 4.02843

Cartesian forces, eV/Å:
-0.01 -0.80 -0.50
-0.10 -1.05 -0.53
0.00 -0.90 -0.45
0.07 -1.14 -0.44
-0.16 -1.05 -0.65
-5.21 0.41 -0.41
4.79 0.58 4.08
0.45 0.43 0.32
1.32 2.10 -1.52
0.33 -0.12 0.31
-0.11 -0.17 0.40
0.40 0.20 -0.34
-0.13 0.23 -0.34
-0.41 0.06 0.04
-0.14 0.31 0.27
0.03 -0.36 -0.20
-0.07 0.52 -0.41
0.34 0.00 0.00
-0.34 0.15 0.05
-0.76 -0.55 -0.55
-0.76 -1.78 -1.65
-0.98 0.25 1.35
-1.43 0.43 0.79
2.20 0.59 -0.55
-0.83 0.56 0.60
-0.31 0.63 0.46
0.02 0.86 0.01
-0.69 -0.14 0.30
-0.46 -0.47 0.32
0.37 -0.17 -0.01
0.46 -0.23 -0.09
0.52 0.34 -0.36
-0.04 0.27 0.97
0.36 -0.73 -0.13
0.17 -0.48 -0.33
-0.07 0.14 -0.27
-0.20 0.50 -0.34
-0.26 0.54 0.33
1.26 0.24 -0.31
0.14 -0.21 0.15
0.06 -0.02 -0.01
0.02 0.04 -0.01
0.01 -0.02 0.00
0.10 -0.04 0.05
0.03 -0.02 -0.24
-0.01 0.03 -0.02
0.00 -0.01 0.03
0.02 -0.02 -0.04
-0.01 0.07 -0.15

* HOMO: -0.145 hartree
* molar mass: 534.4 g/mol
* lowest unoccupied orbital energy: 2.74 eV
* total charge: -1
* Kohn-Sham gap: 6.680 eV



(4)
Here is a molecular structure, C13H19NO7PPtS4Sb from the OMol25 dataset. Energies are from ωB97M-V/def2-TZVPD.

Positions of all 47 atoms, in Å:
Pt 0.53951 0.43808 -0.44452
S -0.48561 0.22030 4.48032
Sb -0.97139 0.99398 2.46296
S -1.59135 -0.31879 0.65994
S 0.87386 1.99285 1.21218
S -2.56779 2.66800 2.82896
C 4.22085 -1.16721 -2.08986
C 3.88226 -0.62073 -0.72848
O 3.13832 -1.61914 0.01378
P 1.64285 -1.36358 0.51324
O 0.99809 -2.79784 0.38374
C 0.73846 -3.39774 -0.91919
C 1.62746 -4.60194 -1.09243
O 1.65999 -1.13306 2.06127
C 2.27512 -2.00755 3.04437
C 3.61806 -1.45334 3.44081
H 4.96198 -0.52910 -2.57354
H 3.33265 -1.21037 -2.72361
H 4.63779 -2.17059 -1.99690
H 3.28372 0.28717 -0.81176
H 4.76645 -0.38400 -0.14118
H 0.88686 -2.66198 -1.70550
H -0.31606 -3.66258 -0.90729
H 2.67530 -4.31826 -0.97940
H 1.48715 -5.02091 -2.09155
H 1.39337 -5.37457 -0.35863
H 2.33744 -3.01824 2.64194
H 1.57736 -2.00721 3.87921
H 4.34188 -1.52631 2.62624
H 4.00024 -2.01588 4.29528
H 3.51837 -0.40865 3.73814
O -0.53644 1.33785 -2.10798
C -0.37793 0.37179 -2.92527
O 0.31416 -0.62774 -2.61920
C -1.04263 0.45731 -4.26192
C -1.92311 1.49884 -4.52708
C -2.54637 1.58048 -5.76237
C -2.26009 0.61016 -6.69883
C -1.39100 -0.43476 -6.46670
C -0.77716 -0.50736 -5.22653
N -2.92533 0.69541 -8.03160
O -3.64424 1.64958 -8.23625
O -2.66718 -0.16645 -8.84393
H -2.11311 2.23750 -3.76062
H -3.23675 2.37395 -6.00385
H -1.20828 -1.16394 -7.24157
H -0.09056 -1.31070 -4.99488

Cartesian forces, eV/Å:
-0.02 0.00 0.28
0.10 0.00 0.27
-0.07 -0.16 0.07
-0.03 -0.04 -0.22
0.02 0.04 -0.09
-0.06 0.16 0.00
0.03 -0.06 -0.11
-0.10 -0.12 0.14
0.13 0.05 -0.06
-0.02 0.13 -0.35
-0.07 -0.13 0.02
0.03 0.02 0.21
0.07 -0.08 -0.05
0.12 0.01 0.17
-0.16 -0.02 0.00
0.13 0.00 0.07
-0.03 0.00 -0.01
0.02 -0.03 0.05
0.03 0.03 -0.02
-0.06 0.11 0.02
0.07 -0.07 0.04
0.06 0.11 -0.03
-0.04 -0.03 -0.01
-0.04 -0.01 -0.03
0.00 0.00 0.05
0.02 0.05 -0.01
0.02 0.00 -0.04
0.00 0.01 0.00
-0.07 0.01 0.04
0.03 0.02 -0.04
0.00 -0.03 0.00
0.01 -0.16 -0.22
0.03 0.06 0.00
-0.14 0.09 -0.19
0.05 0.01 0.09
-0.06 0.07 -0.06
0.02 0.08 0.17
-0.30 -0.03 -0.40
0.12 -0.11 0.10
0.00 -0.06 -0.06
0.41 0.21 0.14
-0.14 -0.03 0.05
-0.07 -0.13 0.02
0.00 -0.02 -0.01
-0.01 0.00 0.00
0.00 0.00 0.01
-0.02 0.03 0.00

* HOMO (spin up / spin down): -0.292 / -0.328 hartree
* molar mass: 777.4 g/mol
* multiplicity: 5
* lowest unoccupied orbital energy (spin up / spin down): -0.74 / -3.19 eV
* Kohn-Sham gap (spin up / spin down): 7.205 / 5.740 eV



(5)
Here is 2 unconnected molecules or ions with the total composition C3H6N2O from the OMol25 dataset. Energies are from ωB97M-V/def2-TZVPD.

Positions of all 12 atoms, in Å:
N -2.12165 -1.22654 0.70888
C -1.92432 -0.23114 -0.00442
C -1.73916 0.86931 -0.70066
O -0.64087 1.68416 -0.61340
H -1.73457 -2.07653 0.28815
H -2.48323 1.19460 -1.41889
H 0.05158 1.15232 -0.17380
C 2.32868 -0.15044 0.00162
N 1.16460 -0.21892 0.49675
H 2.43759 0.15504 -1.04026
H 3.24463 -0.36610 0.55707
H 1.17850 -0.51678 1.47275

Cartesian forces, eV/Å:
0.12 0.48 -0.40
-0.01 -0.25 0.12
-0.39 -0.22 0.00
0.18 -0.09 0.12
-0.09 0.05 0.03
0.04 -0.10 0.13
-0.03 0.06 -0.07
-0.15 0.01 0.05
0.41 0.11 -0.01
0.00 0.02 0.12
-0.06 -0.10 -0.05
-0.01 0.04 -0.05

* HOMO: -0.289 hartree
* molar mass: 86.1 g/mol
* lowest unoccupied orbital energy: 0.80 eV
* SMILES: N=C=CO.C=N
* Kohn-Sham gap: 8.664 eV



(6)
Here is 2 unconnected molecules or ions with the total composition C4H12N3 in a non-equilibrium geometry from the OMol25 dataset. Energies are from ωB97M-V/def2-TZVPD.

Positions of all 19 atoms, in Å:
C -3.43452 0.11799 0.28005
C -2.34868 0.67462 -0.21175
C -0.62335 -1.47939 -0.07186
C -0.63096 -0.04058 -0.01726
N 0.44991 1.96775 -0.07425
N 0.47355 0.62221 -0.03973
N 2.95793 -0.07962 0.00421
H -4.46708 0.49206 -0.00368
H -3.36872 -0.80582 0.85610
H -2.19007 1.47853 -0.80885
H -0.62394 -1.84393 -1.10365
H 0.32063 -1.79348 0.39133
H -1.67655 -1.98283 0.18428
H 1.30478 2.48272 0.00728
H -0.10030 2.45752 0.59925
H 1.36225 0.12313 -0.34966
H 3.32097 0.22885 0.90627
H 3.71772 -0.69154 -0.21481
H 3.18636 0.69977 -0.63821

Cartesian forces, eV/Å:
-0.64 -0.18 -0.62
3.81 -2.84 2.01
-1.49 -2.07 -0.21
-4.24 1.56 -0.52
0.20 2.57 -0.60
-2.05 -0.95 -0.51
1.38 0.96 -0.41
1.50 -0.37 0.49
-0.19 0.35 0.07
-0.10 2.43 -1.61
0.43 0.39 -0.33
-0.72 -0.86 0.24
2.65 1.14 0.51
1.12 -0.77 -0.39
-1.18 -0.60 0.61
-0.01 0.28 1.23
-0.65 0.37 0.26
0.25 -1.22 -0.64
-0.06 -0.19 0.43

* HOMO: -0.504 hartree
* molar mass: 102.2 g/mol
* lowest unoccupied orbital energy: -3.64 eV
* total charge: +1
* Kohn-Sham gap: 10.080 eV



no.,total energy (hartree)
1,-4789.26638
2,-554.92588
3,-2401.28984
4,-3381.82620
5,-302.56753
6,-323.50181